C6H5N3O2 | ωB97M-V with the def2-TZVPD basis set

Summary:
- Lowest unoccupied orbital energy (alpha / beta): -1.020 / -1.008 eV
- HOMO (alpha / beta): -7.72 / -7.59 eV
- Kohn-Sham gap (alpha / beta): 0.2464 / 0.2418 Eh
- Energy: -546.14813 Eh
- Relative energy (zero: lowest compared OMol25 entry of this formula, charge and spin): 150.7 kcal/mol

Geometry as ORCA input:
```
! wB97M-V def2-TZVPD RIJCOSX def2/J DEFGRID3
* xyz 0 1
O -3.0424 0.0726 -0.0762
O -2.1739 -2.0008 0.1929
N 2.2456 -1.8184 -0.0828
N 0.9844 -1.4719 0.0339
N -2.0604 -0.9028 -0.3090
C 0.8134 -0.1163 0.0801
C -1.2251 1.5450 0.1172
C -2.5960 1.3048 -0.0303
C 2.1119 0.4182 0.0345
C 2.9466 -0.6921 -0.0533
C -0.4447 0.4477 0.1989
H 4.0157 -0.7166 -0.1248
H -0.8674 2.5639 0.1742
H 2.3889 1.4491 0.1034
H 0.2367 -2.1490 -0.0246
H -3.3333 2.0666 -0.2341
*
```

---

C6H5N3OS | ωB97M-V with the def2-TZVPD basis set

Summary:
- Lowest unoccupied orbital energy (alpha / beta): -1.822 / -1.824 eV
- HOMO (alpha / beta): -9.20 / -9.20 eV
- Kohn-Sham gap (alpha / beta): 0.2710 / 0.2710 Eh
- Energy: -869.07516 Eh
- Relative energy (zero: lowest compared OMol25 entry of this formula, charge and spin): 142.3 kcal/mol

Geometry as ORCA input:
```
! wB97M-V def2-TZVPD RIJCOSX def2/J DEFGRID3
* xyz 0 1
S -2.0093 0.6427 -1.9183
O -1.7835 0.8160 -3.3449
N 0.2135 -2.1521 -0.3206
N 1.6541 -3.0163 1.2498
N 1.0854 -0.7477 1.3666
C 0.5323 0.3546 1.1017
C 0.9316 -1.9378 0.6771
C -0.6267 0.0368 -1.0447
C -1.6084 2.2487 -1.1797
C -0.3374 0.7950 0.0221
C -0.8685 2.1490 -0.0611
H -0.4722 2.7413 0.6876
H 0.8088 1.0902 1.9625
H -1.9643 3.1905 -1.4949
H 2.0351 -3.7063 0.6039
H 2.4094 -2.5045 1.6927
*
```

---

C6H5N3OS | ωB97M-V with the def2-TZVPD basis set

Summary:
- SMILES: Nc1nnc(-c2ccco2)s1
- Lowest unoccupied orbital energy: 0.507 eV
- HOMO: -8.22 eV
- Kohn-Sham gap: 0.3209 Eh
- Energy: -869.30194 Eh
- Relative energy (zero: lowest compared OMol25 entry of this formula, charge and spin): 0.0 kcal/mol

Geometry as ORCA input:
```
! wB97M-V def2-TZVPD RIJCOSX def2/J DEFGRID3
* xyz 0 1
S 1.1504 -1.1019 0.0813
O -1.8963 -1.0297 -0.0800
N 2.0851 1.3235 -0.0521
N 0.7160 1.4303 -0.0666
N 3.7410 -0.3065 -0.1107
C -2.2841 1.1618 0.1327
C -3.2246 -0.8668 -0.0854
C 2.4214 0.0584 0.0058
C -1.3259 0.2030 0.0050
C -3.5427 0.4569 0.0263
C 0.1254 0.3016 -0.0039
H -4.5197 0.9618 0.0351
H -2.0737 2.2325 0.1837
H 4.0436 -1.0648 0.4903
H -3.8164 -1.7739 -0.1959
H 4.3178 0.4906 -0.0509
*
```

---

C6H5N4 | ωB97M-V with the def2-TZVPD basis set

Summary:
- Lowest unoccupied orbital energy (alpha / beta): 3.682 / 0.974 eV
- HOMO (alpha / beta): -1.76 / -4.62 eV
- Kohn-Sham gap (alpha / beta): 0.1999 / 0.2055 Eh
- Energy: -450.48779 Eh

Geometry as ORCA input:
```
! wB97M-V def2-TZVPD RIJCOSX def2/J DEFGRID3
* xyz -1 3
N -0.4480 -1.3242 -2.2051
N 0.0455 -3.1802 -1.2203
N 0.2473 -2.2339 -0.3336
N -0.3991 -2.6579 -2.3648
C 1.1412 0.4950 0.6197
C -1.1017 0.9460 0.3726
C -0.6945 1.4723 1.5092
C -0.0972 -1.1086 -0.9212
C 0.8079 1.2665 1.6241
C 0.0455 0.3275 -0.3135
H 1.4191 1.5205 2.4233
H 0.1918 0.9543 -1.2905
H 2.0963 0.2405 0.2774
H -1.2595 2.1437 2.0006
H -1.9945 1.1386 -0.1779
*
```

---

C6H5N5O | ωB97M-V with the def2-TZVPD basis set

Summary:
- SMILES: C=N/N=C\C#N.O=C1C=NN=C1
- Lowest unoccupied orbital energy: -1.406 eV
- HOMO: -9.97 eV
- Kohn-Sham gap: 0.3147 Eh
- Energy: -580.48524 Eh
- Relative energy (zero: lowest compared OMol25 entry of this formula, charge and spin): 60.0 kcal/mol

Geometry as ORCA input:
```
! wB97M-V def2-TZVPD RIJCOSX def2/J DEFGRID3
* xyz 0 1
O -5.1223 -1.2314 -0.0796
N 3.5935 0.5503 -0.1985
N 3.7199 -0.7312 0.3634
N -2.2117 0.6172 -0.3576
N 0.2627 -0.4780 -0.3018
N -3.1210 1.5587 0.3298
C 1.3251 -0.8106 0.0119
C 2.6059 -1.3372 0.4412
C 4.7242 1.1303 -0.2631
C -4.2528 0.9939 0.5004
C -2.8358 -0.4754 -0.5758
C -4.2458 -0.4031 -0.0575
H -5.0924 1.4913 0.9860
H 4.7666 2.1371 -0.6808
H -2.3604 -1.3149 -1.0699
H 5.6443 0.6476 0.0882
H 2.6002 -2.3446 0.8638
*
```

---

C6H5NO | ωB97M-V with the def2-TZVPD basis set

Summary:
- Lowest unoccupied orbital energy: 0.755 eV
- HOMO: -9.10 eV
- Kohn-Sham gap: 0.3623 Eh
- Energy: -361.54645 Eh
- Relative energy (zero: lowest compared OMol25 entry of this formula, charge and spin): 23.7 kcal/mol

Geometry as ORCA input:
```
! wB97M-V def2-TZVPD RIJCOSX def2/J DEFGRID3
* xyz 0 1
O -1.7663 1.0607 -0.0834
N 1.1155 -0.2057 1.8155
C -0.0307 0.5010 1.6572
C 1.6317 -0.7203 0.6690
C -1.5028 0.3769 -1.3452
C -0.6244 0.5258 0.4541
C -0.2081 -0.0706 -0.6741
C 1.0506 -0.7098 -0.6047
H -2.2909 -0.3961 -1.5365
H 1.6050 -1.2694 -1.3753
H 2.6835 -1.1868 0.6449
H -1.3495 1.0503 -2.1457
H -0.3136 1.0438 2.5243
*
```

---

C6H5NO | ωB97M-V with the def2-TZVPD basis set

Summary:
- SMILES: c1cc2c(cn1)OC2
- Lowest unoccupied orbital energy: 0.532 eV
- HOMO: -8.48 eV
- Kohn-Sham gap: 0.3312 Eh
- Energy: -361.42966 Eh
- Relative energy (zero: lowest compared OMol25 entry of this formula, charge and spin): 97.0 kcal/mol

Geometry as ORCA input:
```
! wB97M-V def2-TZVPD RIJCOSX def2/J DEFGRID3
* xyz 0 1
O -1.6208 -1.1252 -0.2838
N 1.9160 -0.8622 0.0368
C -2.0620 0.2621 0.0812
C 1.7140 0.5130 -0.1247
C -0.5666 0.4739 -0.1259
C 0.5755 1.3437 -0.1950
C -0.2545 -0.9652 -0.0230
C 0.9401 -1.5648 -0.1501
H 0.6335 2.5542 -0.1771
H -2.9522 0.7920 -0.5243
H 1.0336 -2.7018 0.0811
H -2.0991 0.2399 1.3119
H 2.7426 1.0403 0.0928
*
```

---

C6H5NO | ωB97M-V with the def2-TZVPD basis set

Summary:
- SMILES: c1cc2occc2[nH]1
- Lowest unoccupied orbital energy: 1.017 eV
- HOMO: -7.64 eV
- Kohn-Sham gap: 0.3180 Eh
- Energy: -361.57937 Eh
- Relative energy (zero: lowest compared OMol25 entry of this formula, charge and spin): 3.0 kcal/mol

Geometry as ORCA input:
```
! wB97M-V def2-TZVPD RIJCOSX def2/J DEFGRID3
* xyz 0 1
O -1.4635 -1.2875 -0.0299
N 1.2121 0.9466 -0.0691
C -2.1984 -0.1646 -0.0632
C -1.4897 1.0325 0.0259
C -0.1461 -0.7804 0.0202
C 1.1797 -1.2906 0.0437
C 1.9894 -0.1893 -0.0328
C -0.1604 0.5984 0.0041
H 1.6434 1.8374 0.1130
H 1.5365 -2.3038 0.1460
H 3.0559 -0.1413 -0.2223
H -1.8901 2.0401 0.2170
H -3.2691 -0.2973 -0.1525
*
```

---

C6H5NO3 | ωB97M-V with the def2-TZVPD basis set

Summary:
- Lowest unoccupied orbital energy: -0.620 eV
- HOMO: -9.40 eV
- Kohn-Sham gap: 0.3226 Eh
- Energy: -512.00548 Eh
- Relative energy (zero: lowest compared OMol25 entry of this formula, charge and spin): 83.9 kcal/mol

Geometry as ORCA input:
```
! wB97M-V def2-TZVPD RIJCOSX def2/J DEFGRID3
* xyz 0 1
O -2.7099 -0.6904 0.8048
O 2.7844 1.3970 0.2200
O 2.1829 -0.7160 -0.0345
N -2.5958 0.8393 -0.5841
C 0.4566 0.9107 0.2440
C -1.9224 0.2561 0.3827
C -0.0651 -1.4190 -0.1103
C 1.2559 -1.6788 -0.1690
C 1.8705 0.6031 0.1685
C -0.4688 -0.0897 0.2540
H -0.7841 -2.1543 -0.4633
H 1.6950 -2.6524 -0.3789
H 0.1873 1.9594 0.1220
H -3.5444 -0.2383 -0.1135
H -2.1024 1.6181 -1.0094
*
```

---

C6H5NO3 | ωB97M-V with the def2-TZVPD basis set

Summary:
- SMILES: O=C(O)c1cnccc1O
- Lowest unoccupied orbital energy: 0.145 eV
- HOMO: -10.21 eV
- Kohn-Sham gap: 0.3804 Eh
- Energy: -512.12516 Eh
- Relative energy (zero: lowest compared OMol25 entry of this formula, charge and spin): 8.8 kcal/mol

Geometry as ORCA input:
```
! wB97M-V def2-TZVPD RIJCOSX def2/J DEFGRID3
* xyz 0 1
O -2.6688 -1.5980 -0.0920
O -2.7684 0.5955 0.1129
O -0.4408 1.9696 -0.0956
N 1.4868 -1.7043 -0.0209
C 0.1157 -1.6382 0.0149
C 1.5645 0.7097 0.0507
C 0.1794 0.7552 -0.0444
C -0.5817 -0.4329 -0.0137
C 2.1854 -0.5479 0.0133
C -2.0850 -0.5626 0.0232
H 2.1547 1.6778 0.2114
H -0.4885 -2.5685 0.0437
H 3.2761 -0.6801 -0.0485
H -2.1120 1.3456 0.0213
H 0.1826 2.6792 -0.1763
*
```